# C4H7OP

A cluster of 2 separate species, C4H7OP in total in a non-equilibrium geometry (ωB97M-V with the def2-TZVPD basis set, the OMol25 dataset).

## Properties
ΔE to the lowest compared entry with this formula, charge and spin (eV): 2.133
Frontier orbital gap (eV): 8.025
SMILES: C=CC=C.O=P
Highest occupied orbital energy (Ha): -0.334
Charge: 0

Atoms and positions in Å:
P1 -3.7664 -2.4111 -0.7757
O1 -3.7137 -1.6941 -2.0429
C1 1.4996 -0.7556 -0.2886
C2 -1.0177 0.9469 0.0655
C3 1.4185 0.4987 0.1333
C4 0.1962 1.1713 0.5492
H1 2.4332 -1.1999 -0.5909
H2 -2.4521 -2.1507 -0.1770
H3 0.6368 -1.4008 -0.3304
H4 0.3303 1.9452 1.2950
H5 -1.2137 0.2287 -0.7145
H6 2.3140 1.1031 0.2138
H7 -1.8679 1.5035 0.4194

Forces on atoms 1 to 2 (eV/Å):
0.1 -0.6 1.2
0.0 0.7 -1.2

Results of the natural (NBO) charge analysis, in e, for atoms 1 through 8:
1 P 1.142
2 O -0.951
3 C -0.367
4 C -0.372
5 C -0.223
6 C -0.223
7 H 0.199
8 H -0.190